(1)
A cluster of 2 separate species, C4H13NO in total. Source: OMol25; level of theory: ωB97M-V with the def2-TZVPD basis set.

The value obtained for the strongest force on any atom is 2.07 eV/A. The value obtained for the orbital gap is 0.3833 Ha. The charge is 0. The value obtained for the energy above the lowest of the compared OMol25 structures with the same formula, charge and spin is 34.6 kJ/mol. Its SMILES is CCNCC.O. The HOMO energy comes out at -9.436 eV.

CARTESIAN COORDINATES (ANGSTROEM)
O (-0.70, 0.79, -2.37)
N (-0.17, -0.11, 0.26)
C (-0.71, 2.23, 0.88)
C (0.82, -1.21, 0.18)
C (0.39, 1.18, 0.69)
C (0.13, -2.53, -0.16)
H (-0.66, -2.80, 0.54)
H (0.98, 1.10, 1.66)
H (-0.28, 3.23, 1.20)
H (-1.28, 2.43, -0.03)
H (-1.42, 1.91, 1.65)
H (1.06, 1.49, -0.16)
H (-0.94, -0.40, 0.93)
H (-0.36, -2.46, -1.13)
H (0.86, -3.32, -0.17)
H (1.55, -0.93, -0.60)
H (-0.44, 0.33, -1.51)
H (1.33, -1.33, 1.15)
H (-0.15, 0.38, -3.00)

(2)
A structure of composition C42H38ClN4OS2SiTc. Source: OMol25; level of theory: ωB97M-V with the def2-TZVPD basis set.

The value obtained for the strongest force on any atom is 0.87 eV/A. The value obtained for the orbital gap (alpha / beta) is 0.2624 / 0.2589 Ha. The charge is +1. The value obtained for the energy above the lowest of the compared OMol25 structures with the same formula, charge and spin is 78.3 kJ/mol. The multiplicity is 4. The HOMO energy (alpha / beta) comes out at -10.562 / -10.827 eV.

CARTESIAN COORDINATES (ANGSTROEM)
Tc (-0.37, -0.23, -0.60)
Cl (-6.41, -4.14, -0.25)
S (-3.06, 3.15, 0.90)
S (-0.45, 2.22, -0.45)
Si (2.88, -0.52, 0.16)
O (-0.94, -2.10, -0.36)
N (0.43, 0.85, -3.22)
N (-1.88, -0.09, -2.15)
N (-2.30, 0.70, 0.62)
N (0.47, -0.43, 1.66)
C (3.51, 2.00, 1.40)
C (-3.49, 0.64, 1.32)
C (-3.10, 2.48, -4.61)
C (0.51, 0.87, 2.42)
C (3.48, 1.27, 0.21)
C (-2.96, -0.80, -1.98)
C (-3.75, -4.25, 0.29)
C (-0.27, -1.47, 3.83)
C (-5.83, 0.87, 2.78)
C (0.55, 2.85, -5.15)
C (-0.56, 1.01, 3.49)
C (5.38, -3.83, -0.20)
C (-1.93, 0.94, -3.13)
C (6.65, -3.27, -0.13)
C (-4.50, -2.45, -1.10)
C (1.57, 1.25, -3.72)
C (-1.95, 1.93, 0.35)
C (1.69, 2.27, -4.67)
C (-2.47, -3.79, 0.23)
C (5.68, -1.09, 0.13)
C (1.83, -1.05, 1.66)
C (-4.79, -3.56, -0.37)
C (-0.70, 2.40, -4.68)
C (4.40, 3.93, 0.27)
C (1.56, -1.02, -1.12)
C (4.39, -1.63, 0.05)
C (-4.06, 1.89, 1.57)
C (-0.40, -0.10, 4.53)
C (-5.27, -0.39, 2.53)
C (4.44, 3.20, -0.91)
C (-2.15, -2.58, -0.44)
C (3.96, 3.31, 1.43)
C (-4.11, -0.52, 1.80)
C (-0.49, -1.35, 2.33)
C (4.00, 1.88, -0.93)
C (-1.92, 2.92, -5.16)
C (-0.71, 1.40, -3.67)
C (-3.19, -1.93, -1.15)
C (-5.24, 2.02, 2.29)
C (4.26, -3.01, -0.12)
C (-3.10, 1.50, -3.60)
C (6.80, -1.91, 0.04)
H (-0.40, -2.33, 1.86)
H (1.46, 0.94, 2.94)
H (-5.69, 2.99, 2.46)
H (-1.50, -0.98, 2.15)
H (-1.00, -2.18, 4.22)
H (-4.06, 1.23, -3.19)
H (-6.74, 0.94, 3.36)
H (1.85, -0.82, -2.15)
H (5.81, -0.02, 0.26)
H (-0.43, 1.99, 3.96)
H (1.70, -2.13, 1.54)
H (2.45, 0.74, -3.36)
H (1.47, -2.11, -1.04)
H (4.12, 1.31, -1.84)
H (4.82, 3.65, -1.81)
H (0.72, -1.91, 4.02)
H (-1.26, -0.10, 5.21)
H (-3.99, -5.16, 0.83)
H (7.52, -3.91, -0.21)
H (5.26, -4.89, -0.33)
H (0.47, 1.71, 1.73)
H (7.79, -1.47, 0.11)
H (-1.92, 3.65, -5.95)
H (-3.67, -1.49, 1.61)
H (2.32, -0.90, 2.62)
H (3.28, -3.46, -0.18)
H (3.23, 1.54, 2.33)
H (-5.76, -1.27, 2.91)
H (0.48, 0.10, 5.13)
H (4.73, 4.96, 0.29)
H (0.59, 3.63, -5.90)
H (-3.83, -0.54, -2.58)
H (2.67, 2.58, -5.01)
H (3.97, 3.86, 2.37)
H (-4.04, 2.87, -4.95)
H (-1.57, 1.00, 3.07)
H (-5.29, -1.94, -1.64)
H (-1.66, -4.32, 0.72)

(3)
A cluster of 2 separate species, C5H13O2 in total. Source: OMol25; level of theory: ωB97M-V with the def2-TZVPD basis set.

The value obtained for the strongest force on any atom is 1.67 eV/A. The value obtained for the orbital gap is 0.2572 Ha. The charge is -1. The value obtained for the energy above the lowest of the compared OMol25 structures with the same formula, charge and spin is 34.7 kJ/mol. The HOMO energy comes out at -3.097 eV.

CARTESIAN COORDINATES (ANGSTROEM)
O (-1.18, -0.93, -1.57)
O (-2.72, 0.05, 0.24)
C (0.71, 0.68, 0.38)
C (2.07, 1.16, -0.08)
C (0.59, 0.96, 1.91)
C (0.53, -0.84, 0.20)
C (0.12, -1.23, -1.25)
H (1.46, -1.35, 0.53)
H (2.35, 2.14, 0.34)
H (-3.07, 0.73, -0.32)
H (-0.08, 1.25, -0.11)
H (0.87, 1.95, 2.30)
H (0.26, -2.35, -1.22)
H (0.86, -0.77, -1.94)
H (-0.39, 0.67, 2.30)
H (-0.28, -1.07, 0.90)
H (2.91, 0.53, 0.20)
H (1.26, 0.22, 2.37)
H (2.11, 1.39, -1.15)
H (-1.98, -0.31, -0.42)